Entry from OMol25: the molecule C20H20N2O4 (ωB97M-V/def2-TZVPD).

```
46
Properties=species:S:1:pos:R:3:forces:R:3
C -5.753 -0.532 -0.678 -0.3400 -0.2063 -0.3536
O -5.156 0.060 0.453 0.3233 0.0802 0.2234
C -3.817 0.289 0.520 0.0139 0.1147 0.1590
C -3.418 0.981 1.660 -0.1173 -0.1360 -0.2338
C -2.095 1.294 1.903 0.1294 -0.0593 -0.1143
C -1.125 0.918 0.992 -0.0399 0.0329 0.1360
C 0.334 1.243 1.204 -0.0647 -0.0316 0.1087
N 0.723 2.374 0.351 -0.0867 -0.0683 0.0293
C 2.173 2.537 0.273 0.2896 0.0392 -0.2491
C 2.479 3.897 -0.365 -0.1474 -0.3817 0.2287
O 3.512 4.158 -0.911 0.0742 0.0468 -0.0330
O 1.483 4.774 -0.236 -0.1099 0.5027 -0.0651
C 2.878 1.378 -0.445 -0.1446 0.1102 0.1403
C 2.344 0.107 0.134 -0.3443 0.2873 0.1682
C 1.209 0.064 0.894 0.3414 0.2772 -0.2048
N 0.965 -1.222 1.302 -0.2242 0.0857 0.2410
C 1.947 -2.034 0.803 0.4762 -0.0752 -0.2808
C 2.136 -3.403 0.933 -0.0548 -0.0807 0.0496
C 3.232 -3.958 0.308 -0.0810 -0.0789 0.0628
C 4.123 -3.174 -0.430 0.1971 -0.0401 -0.1242
C 3.943 -1.816 -0.565 -0.0684 -0.0075 0.0438
C 2.842 -1.227 0.056 -0.2599 -0.2925 0.1962
C -1.507 0.228 -0.153 -0.0661 -0.0059 -0.0291
C -2.831 -0.103 -0.408 -0.0918 -0.0625 -0.1774
O -3.219 -0.804 -1.522 -0.1925 0.2359 0.4759
C -2.240 -1.206 -2.447 0.1831 -0.0898 -0.1743
H -6.823 -0.524 -0.468 0.0690 -0.0046 -0.0377
H -5.419 -1.562 -0.822 -0.0517 0.1015 0.0035
H -5.557 0.041 -1.586 -0.0276 -0.0498 0.0645
H -4.190 1.266 2.356 -0.1164 0.0249 0.0730
H -1.825 1.831 2.799 0.0463 0.0717 0.1176
H 0.485 1.563 2.246 -0.0834 -0.0840 -0.1302
H 0.363 2.199 -0.587 -0.0077 -0.0216 0.0589
H 2.546 2.589 1.306 -0.0312 0.0043 -0.1026
H 0.732 4.329 0.208 0.2284 -0.1488 -0.0654
H 3.957 1.455 -0.310 -0.0004 0.0525 -0.0441
H 2.679 1.431 -1.521 0.0851 0.0739 0.0066
H 0.183 -1.512 1.864 0.0182 0.0003 -0.0762
H 1.447 -4.008 1.505 -0.0449 -0.0893 0.0504
H 3.408 -5.020 0.389 0.0010 -0.0817 0.0166
H 4.969 -3.651 -0.903 0.0703 -0.0283 -0.0405
H 4.634 -1.215 -1.136 0.0966 0.0410 -0.0694
H -0.740 -0.068 -0.852 0.0759 -0.1026 -0.0929
H -2.781 -1.748 -3.222 0.0920 0.0280 0.0210
H -1.731 -0.348 -2.898 0.0001 -0.0302 0.0355
H -1.500 -1.873 -1.992 -0.0145 0.0465 -0.0120
```
Positions in Å, forces in eV/Å.

The value obtained for the total energy is -1184.6166 a.u. As for the highest occupied orbital energy: -8.032 eV. Its SMILES is COc1ccc([C@@H]2N[C@H](C(=O)O)Cc3c2[nH]c2ccccc32)cc1OC. The gap between HOMO and LUMO comes out at 8.5 eV. The calculation puts the LUMO energy at 0.0173 Eh.

---

Entry from OMol25: the molecule C20H20N4O6 at a distorted geometry (ωB97M-V/def2-TZVPD).

```
50
Properties=species:S:1:pos:R:3:forces:R:3
C 6.551 0.252 -0.167 0.0025 -0.0215 -0.0862
C 5.119 0.685 -0.235 0.0042 0.0478 0.0371
C 4.757 2.014 -0.060 -0.0091 -0.2309 -0.0299
C 3.436 2.419 -0.126 -0.1531 0.1021 -0.0087
C 2.444 1.480 -0.376 0.3417 0.2030 0.0309
N 1.083 1.799 -0.420 -0.3961 -0.5075 -0.1304
C 0.478 3.003 -0.333 0.2430 -0.2734 0.0243
O 0.974 4.092 -0.288 -0.0125 0.1065 0.0112
O -0.904 2.917 -0.304 -1.0746 0.1424 0.0110
N -1.388 1.614 -0.171 0.5965 -0.2039 -0.0631
C -2.637 1.439 -0.061 0.1254 0.5683 -0.2009
C -3.704 2.480 -0.112 0.0784 0.4202 0.1694
C -4.734 2.276 1.000 -0.1189 -0.1044 -0.2030
C -5.267 0.848 0.983 0.1139 0.0724 0.3123
C -4.129 -0.143 1.199 -0.1536 0.0199 -0.2829
C -3.075 0.001 0.084 -0.0883 -0.0680 0.0952
C -1.881 -0.880 0.339 -0.0440 -0.4105 -0.3601
C -1.087 -0.615 1.460 0.0296 -0.3620 -0.0885
C 0.075 -1.309 1.714 0.1551 -0.1633 -0.0152
C 0.486 -2.296 0.823 -1.1350 0.5687 -0.2493
N 1.730 -3.003 1.057 0.0963 -0.0756 0.0847
O 2.085 -3.795 0.216 0.2216 -0.3074 -0.3019
O 2.325 -2.748 2.078 0.2433 0.0320 0.2854
C -0.277 -2.600 -0.290 0.2463 -0.1521 0.0089
C -1.460 -1.905 -0.516 0.6614 0.3544 1.1119
N -2.206 -2.298 -1.695 -0.0294 0.0227 -0.1893
O -3.412 -2.192 -1.666 -0.4639 -0.1332 -0.0561
O -1.567 -2.721 -2.629 0.1121 -0.1550 -0.3847
C 2.796 0.147 -0.569 -0.0659 0.0774 -0.0215
C 4.117 -0.243 -0.497 -0.0050 0.1382 0.0388
H 6.644 -0.681 0.385 0.0852 -0.0497 0.0459
H 6.940 0.084 -1.172 0.1150 -0.0245 -0.0255
H 7.165 1.010 0.313 0.0906 0.0111 0.0348
H 5.522 2.751 0.137 0.0877 0.0757 0.0325
H 3.168 3.454 0.012 -0.0157 0.0679 0.0104
H 0.442 1.016 -0.494 0.1347 0.2248 0.0977
H -3.244 3.467 -0.047 -0.0611 -0.0589 -0.1050
H -4.202 2.401 -1.084 0.0140 0.0067 -0.0303
H -5.551 2.986 0.868 0.0394 0.0503 0.0514
H -4.268 2.480 1.967 -0.0193 0.0385 0.0505
H -6.010 0.720 1.772 -0.0674 -0.0258 -0.0588
H -5.754 0.645 0.027 -0.0816 -0.0239 -0.0443
H -3.669 0.037 2.172 0.0228 -0.0317 0.0744
H -4.508 -1.165 1.185 0.0744 -0.0355 0.0525
H -3.571 -0.278 -0.851 0.1266 0.0983 0.1817
H -1.384 0.174 2.132 -0.0052 0.0914 0.0502
H 0.686 -1.093 2.577 0.0081 0.0323 0.0285
H 0.043 -3.368 -0.981 -0.0125 0.0499 0.0461
H 2.024 -0.580 -0.787 -0.0738 -0.0717 -0.0333
H 4.375 -1.282 -0.645 0.0160 -0.1326 -0.0088
```
Positions in Å, forces in eV/Å.

The value obtained for the total energy is -1444.4091 a.u. As for the highest occupied orbital energy: -8.340 eV. Its SMILES is Cc1ccc(NC(=O)O/N=C2\CCCC[C@@H]2c2ccc([N+](=O)[O-])cc2[N+](=O)[O-])cc1. The gap between HOMO and LUMO comes out at 7.2 eV. The calculation puts the LUMO energy at -0.0413 Eh.

---

Entry from OMol25: a structure of composition C20H20N6O2PtS3 at a distorted geometry (ωB97M-V/def2-TZVPD).

```
52
Properties=species:S:1:pos:R:3:forces:R:3
Pt -0.931 -0.022 0.303 -0.0989 -0.2588 -0.0481
C -1.968 3.999 -0.656 0.1668 0.1838 0.0983
C -1.432 2.715 -0.119 -0.2168 0.2040 -0.0361
N -1.325 1.643 -0.833 0.2675 -0.7037 -0.4739
N -1.595 1.786 -2.160 -0.4576 0.3453 -0.2708
C -1.319 0.859 -3.018 0.2786 -0.6024 0.4816
N -1.478 1.160 -4.322 -0.1822 0.0882 -0.2528
S -0.613 -0.764 -2.801 0.1927 0.2441 -0.2406
C -1.030 2.581 1.290 -0.2639 -0.0316 0.1568
C -1.210 3.556 2.237 -0.1772 0.3657 0.0631
C -0.900 3.241 3.574 -0.2174 0.0861 0.0390
C -0.393 2.028 3.910 0.2689 -0.4395 0.0530
C -0.087 1.026 2.892 0.5874 2.4128 -0.4221
N -0.482 1.401 1.594 0.3338 -0.1905 0.5492
H -1.991 3.968 -1.738 -0.0094 0.0195 -0.0102
H -1.364 4.847 -0.330 -0.0249 -0.0389 0.0331
H -2.987 4.147 -0.290 0.0148 0.0059 0.0145
H -1.990 1.996 -4.558 0.1508 0.0578 0.0203
H -1.502 0.390 -4.968 -0.0652 0.0305 -0.0141
H -1.633 4.513 1.967 0.0426 -0.0329 0.0581
H -1.079 3.978 4.347 0.0275 -0.0127 -0.0076
H -0.150 1.786 4.939 0.0083 0.1087 -0.0422
H 0.971 0.748 2.919 -0.1935 -0.8200 -0.0230
C 7.140 -3.896 3.239 -0.0578 0.0240 -0.0536
C 5.832 -3.796 2.498 0.0103 -0.0541 0.0556
C 4.903 -4.831 2.545 0.0080 0.0190 -0.0373
C 3.712 -4.755 1.832 -0.0128 0.1288 0.0050
C 3.447 -3.627 1.070 -0.1010 0.0085 0.1285
C 4.361 -2.583 1.008 0.0024 0.0373 0.0442
C 5.542 -2.670 1.726 -0.0011 0.0089 -0.0220
S 1.921 -3.513 0.157 -0.0404 0.1372 0.0074
O 1.180 -4.711 0.467 -0.0539 -0.0120 0.1529
O 2.310 -3.258 -1.198 -0.0130 0.0289 -0.0790
N 1.123 -2.200 0.650 -0.2726 -0.1485 0.1783
C 0.550 -2.041 1.827 -0.1443 0.1908 -0.1868
C 1.020 -2.597 3.071 -0.2143 0.1607 0.0926
C 0.535 -2.160 4.282 0.5078 -0.4726 0.0486
C -0.372 -1.135 4.325 -0.5308 0.7611 0.0781
C -0.830 -0.532 3.120 -0.7148 -2.7554 -0.1042
N -0.560 -1.224 1.899 1.1375 0.3793 0.0194
H 7.102 -4.669 4.006 0.0028 0.0116 -0.0010
H 7.400 -2.949 3.714 -0.0038 -0.0235 -0.0031
H 7.948 -4.150 2.549 0.0017 0.0018 0.0232
H 5.113 -5.709 3.146 -0.0007 0.0209 -0.0353
H 2.978 -5.551 1.858 0.0581 0.0075 0.0068
H 4.137 -1.713 0.400 0.0259 -0.0413 0.0224
H 6.257 -1.856 1.687 -0.0224 -0.0215 -0.0170
H 1.800 -3.338 3.051 0.0889 -0.1352 -0.1172
H 0.893 -2.618 5.197 0.0157 0.0476 -0.0404
H -0.732 -0.733 5.265 0.0171 -0.0606 -0.0331
H -1.889 -0.306 3.195 -0.0006 0.6183 -0.2010
S -1.677 -1.568 -1.257 -0.1242 0.1112 0.3425
```
Positions in Å, forces in eV/Å.

The value obtained for the total energy is -2566.9376 a.u. As for the highest occupied orbital energy (alpha / beta): -7.382 / -7.382 eV. The gap between HOMO and LUMO (alpha / beta) comes out at 5.1 / 5.1 eV. The calculation puts the LUMO energy (alpha / beta) at -0.0850 / -0.0850 Eh.